[1]
Here is H18O9 as an isolated structure from the Open Molecules 2025 dataset. Energies are from ωB97M-V/def2-TZVPD.

max |F| = 10.0 eV Å⁻¹
E_HOMO = -10.389 eV
gap between HOMO and LUMO = 9.51 eV
energy relative to the best compared isomer or geometry (same formula, charge and spin) = 142.82 kcal per mole

```
! RIJCOSX wB97M-V def2-TZVPD def2/J DEFGRID3
* xyz 0 1
O -0.74 0.92 2.10
H -0.06 0.53 2.66
H -0.62 0.64 1.20
H -1.59 0.54 2.51
O -0.08 0.15 0.24
H -0.05 0.15 -0.70
O 1.42 -0.57 2.57
H 1.18 -1.40 2.98
H 0.94 -0.46 1.76
O -2.91 0.04 -0.29
H -3.06 -0.04 0.69
H -2.05 -0.11 -0.38
O -0.26 2.84 0.41
H -0.21 1.74 0.17
H -0.53 3.15 -0.43
O -1.10 -1.52 -2.64
H -0.21 -0.98 -2.71
H -1.09 -1.88 -1.82
O 2.64 0.65 -0.36
H 3.09 -0.12 0.16
H 1.76 0.53 -0.22
O 0.36 -2.52 -0.22
H 0.23 -1.66 0.10
H -0.10 -3.05 0.56
O 0.66 0.55 -2.94
H 0.79 1.32 -2.38
H 1.61 0.54 -3.01
*
```


[2]
Here is a 2-piece molecular cluster, C5H12NSi overall from the Open Molecules 2025 dataset. Energies are from ωB97M-V/def2-TZVPD.

max |F| = 2.1 eV Å⁻¹
E_HOMO (alpha / beta) = -12.118 / -12.118 eV
gap between HOMO and LUMO (alpha / beta) = 7.44 / 7.44 eV
energy relative to the best compared isomer or geometry (same formula, charge and spin) = 40.00 kcal per mole

```
! RIJCOSX wB97M-V def2-TZVPD def2/J DEFGRID3
* xyz 1 1
C 1.72 0.72 3.20
C 1.01 -1.02 1.64
C 0.16 -1.54 -1.84
C -2.43 -0.05 -0.55
C 0.21 1.68 -1.33
N 1.40 -0.27 2.50
Si -0.66 0.02 -1.18
H 1.03 1.09 3.95
H 2.71 1.14 3.14
H 1.09 -2.09 1.73
H 1.25 -1.48 -1.75
H -0.16 -2.43 -1.29
H -0.08 -1.69 -2.89
H -2.53 -0.69 0.33
H -2.81 0.94 -0.28
H -3.10 -0.45 -1.31
H -0.49 2.52 -1.29
H 0.93 1.82 -0.52
H 0.76 1.77 -2.27
*
```


[3]
Here is C4H16KO4 as an isolated structure from the Open Molecules 2025 dataset. Energies are from ωB97M-V/def2-TZVPD.

max |F| = 2.6 eV Å⁻¹
E_HOMO (alpha / beta) = -16.835 / -16.828 eV
gap between HOMO and LUMO (alpha / beta) = 10.10 / 3.01 eV
energy relative to the best compared isomer or geometry (same formula, charge and spin) = 1.44 kcal per mole

```
! RIJCOSX wB97M-V def2-TZVPD def2/J DEFGRID3
* xyz 2 2
K 0.77 -0.41 -0.15
C 1.02 2.91 -0.05
O 2.09 2.05 0.44
H 0.05 2.48 -0.30
H 0.85 3.75 0.62
H 1.43 3.37 -0.95
H 2.81 2.57 0.82
C -2.62 -0.99 -1.31
O -2.08 -0.61 -0.06
H -3.47 -0.41 -1.65
H -1.85 -1.09 -2.07
H -3.08 -1.98 -1.24
H -2.35 -1.21 0.63
C -0.55 1.57 3.04
O 0.31 0.62 2.39
H -1.48 1.69 2.48
H -0.86 1.17 4.01
H -0.03 2.52 3.16
H 0.89 0.30 3.09
C 1.50 -3.34 -1.99
O 0.74 -2.20 -2.30
H 1.27 -3.44 -0.93
H 1.19 -4.29 -2.44
H 2.57 -3.18 -2.07
H 0.87 -1.87 -3.19
*
```


[4]
Here is C39H28AsFN4O4PdS2Te as an isolated structure from the Open Molecules 2025 dataset. Energies are from ωB97M-V/def2-TZVPD.

max |F| = 1.8 eV Å⁻¹
E_HOMO (alpha / beta) = -7.365 / -7.395 eV
gap between HOMO and LUMO (alpha / beta) = 4.88 / 4.91 eV
energy relative to the best compared isomer or geometry (same formula, charge and spin) = 30.86 kcal per mole

```
! RIJCOSX wB97M-V def2-TZVPD def2/J DEFGRID3
* xyz 0 1
Pd -1.44 1.03 -1.02
S -2.88 -0.69 -0.38
C -2.88 -1.93 -1.63
C -3.95 -2.82 -1.67
C -3.97 -3.84 -2.61
C -2.92 -3.99 -3.51
C -1.85 -3.11 -3.46
C -1.82 -2.09 -2.52
As -0.39 -0.78 -2.42
C 0.38 -1.00 -4.19
C 1.61 -1.62 -4.39
C 2.10 -1.77 -5.68
C 1.37 -1.31 -6.76
C 0.13 -0.71 -6.56
C -0.36 -0.56 -5.28
C 0.90 -1.58 -1.21
C 0.48 -2.51 -0.26
C 1.39 -2.98 0.68
C 2.70 -2.53 0.68
C 3.10 -1.58 -0.26
C 2.20 -1.10 -1.20
H -4.77 -2.69 -0.98
H -4.81 -4.52 -2.64
H -2.94 -4.78 -4.25
H -1.03 -3.21 -4.17
H 2.18 -1.99 -3.55
H 3.06 -2.24 -5.83
H 1.76 -1.41 -7.76
H -0.44 -0.35 -7.41
H -1.33 -0.09 -5.12
H -0.54 -2.86 -0.25
H 1.07 -3.71 1.41
H 3.40 -2.90 1.40
H 4.11 -1.19 -0.24
H 2.51 -0.33 -1.89
C 4.05 -0.95 3.99
C 3.50 0.46 4.20
C 3.25 0.80 5.66
C 2.14 -0.07 6.24
C 0.92 0.00 5.36
C -0.33 -0.27 5.87
C -1.46 -0.17 5.06
F -2.66 -0.45 5.61
C -1.38 0.22 3.76
C -0.12 0.51 3.22
C -0.04 0.98 1.83
O -1.12 1.16 1.21
C 1.27 1.22 1.32
C 2.33 1.03 2.16
N 2.26 0.65 3.43
C 1.03 0.38 4.01
C 1.61 1.68 -0.08
O 2.80 1.81 -0.35
O 0.66 1.91 -0.91
H 4.98 -1.08 4.54
H 4.25 -1.11 2.93
H 3.33 -1.71 4.32
H 4.23 1.17 3.80
H 2.95 1.85 5.73
H 4.17 0.69 6.23
H 1.88 0.26 7.24
H 2.49 -1.11 6.32
H -0.45 -0.56 6.91
H -2.26 0.32 3.14
H 3.32 1.23 1.76
Te -1.57 3.67 -0.43
C -3.38 3.81 0.56
C -3.97 4.93 1.10
C -5.21 4.65 1.72
C -5.53 3.33 1.66
S -4.35 2.42 0.83
H -3.53 5.92 1.04
H -5.83 5.40 2.19
H -6.41 2.85 2.07
O -1.97 2.08 -2.95
N -0.98 1.94 -3.74
C -0.50 2.97 -4.37
C -1.04 4.29 -4.17
N -1.55 5.27 -3.85
C 0.60 2.77 -5.25
N 1.48 2.64 -5.98
*
```


[5]
Here is C54H60AsInN4O4S as an isolated structure from the Open Molecules 2025 dataset. Energies are from ωB97M-V/def2-TZVPD.

max |F| = 0.6 eV Å⁻¹
E_HOMO = -7.464 eV
gap between HOMO and LUMO = 7.94 eV
energy relative to the best compared isomer or geometry (same formula, charge and spin) = 4.22 kcal per mole

```
! RIJCOSX wB97M-V def2-TZVPD def2/J DEFGRID3
* xyz 0 1
In -0.03 0.47 0.00
C 0.49 -2.09 2.84
C 0.55 -0.89 3.65
C 1.16 0.09 2.90
C 1.35 -0.46 1.52
C 1.01 -1.90 1.61
C 1.35 -3.02 0.64
C 0.24 -3.29 -0.39
C 2.63 -2.66 -0.09
C 1.59 -4.32 1.41
C 1.81 1.43 3.33
C 2.47 1.33 4.71
C 0.86 2.63 3.29
C 2.97 1.77 2.39
C 0.04 -0.99 5.10
C 1.17 -1.44 6.05
C -0.65 0.28 5.62
C -1.05 -2.08 5.19
H 0.15 -3.04 3.22
H 2.28 -0.20 1.03
H 0.01 -2.40 -0.98
H -0.67 -3.62 0.11
H 0.56 -4.07 -1.08
H 2.51 -1.72 -0.63
H 2.88 -3.45 -0.81
H 3.46 -2.55 0.61
H 0.69 -4.68 1.90
H 2.36 -4.19 2.17
H 1.92 -5.10 0.71
H 1.76 1.27 5.54
H 3.07 2.22 4.88
H 3.13 0.46 4.76
H -0.01 2.51 3.94
H 0.51 2.83 2.28
H 1.40 3.52 3.63
H 3.72 0.97 2.37
H 3.46 2.68 2.75
H 2.65 1.95 1.38
H 1.91 -0.67 6.22
H 1.67 -2.31 5.64
H 0.74 -1.71 7.02
H -0.11 1.19 5.43
H -0.81 0.19 6.70
H -1.64 0.38 5.17
H -0.63 -3.09 5.10
H -1.81 -1.95 4.41
H -1.54 -2.02 6.16
C -2.46 -2.06 1.18
N -1.98 -1.09 0.21
C -2.67 -1.02 -0.87
C -2.43 0.02 -1.82
C -3.09 0.33 -3.01
C -2.49 1.51 -3.48
C -1.49 1.84 -2.56
N -1.47 0.95 -1.55
C -3.70 -1.62 1.94
C -4.11 -2.39 3.03
C -5.25 -2.06 3.75
C -6.00 -0.95 3.39
C -5.61 -0.19 2.30
C -4.46 -0.51 1.59
H -1.65 -2.26 1.89
H -2.69 -3.01 0.69
H -3.48 -1.71 -1.07
H -3.90 -0.22 -3.44
H -2.73 2.06 -4.37
H -0.79 2.66 -2.59
H -3.53 -3.26 3.31
H -5.54 -2.67 4.59
H -6.89 -0.69 3.95
H -6.19 0.68 2.01
H -4.17 0.11 0.76
O 1.83 2.75 -2.34
N 1.73 2.33 -1.21
O 0.67 2.62 -0.52
O 2.54 1.58 -0.69
O 0.97 -0.38 -2.08
As 2.18 -0.50 -3.23
C 4.02 -0.04 -2.84
C 4.87 -0.98 -2.28
C 6.20 -0.65 -2.03
C 6.67 0.62 -2.35
C 5.82 1.55 -2.93
C 4.50 1.23 -3.17
C 1.75 0.44 -4.84
C 2.72 0.59 -5.83
C 2.36 1.17 -7.04
C 1.06 1.59 -7.25
C 0.10 1.43 -6.26
C 0.45 0.85 -5.05
C 2.21 -2.34 -3.78
C 1.04 -3.07 -3.60
C 0.97 -4.38 -4.04
C 2.07 -4.97 -4.66
C 3.23 -4.24 -4.85
C 3.31 -2.92 -4.41
H 4.52 -1.97 -2.05
H 6.86 -1.38 -1.59
H 7.70 0.88 -2.15
H 6.19 2.54 -3.18
H 3.83 1.96 -3.60
H 3.74 0.26 -5.67
H 3.11 1.29 -7.82
H 0.79 2.05 -8.20
H -0.92 1.75 -6.43
H -0.29 0.71 -4.28
H 0.20 -2.60 -3.11
H 0.06 -4.95 -3.90
H 2.01 -5.99 -4.99
H 4.08 -4.69 -5.34
H 4.22 -2.36 -4.57
S -2.93 2.02 3.64
C -1.87 1.14 2.62
N -1.58 1.67 1.48
C -2.22 2.90 1.33
C -2.12 3.77 0.24
C -2.83 4.94 0.27
C -3.65 5.28 1.36
C -3.75 4.44 2.45
C -3.02 3.25 2.43
H -1.47 0.19 2.93
H -1.48 3.52 -0.58
H -2.76 5.62 -0.57
H -4.19 6.21 1.35
H -4.36 4.70 3.30
*
```


[6]
Here is C7H15NO in the gas phase from the Open Molecules 2025 dataset. Energies are from ωB97M-V/def2-TZVPD.

max |F| = 2.1 eV Å⁻¹
E_HOMO = -8.436 eV
gap between HOMO and LUMO = 9.34 eV
SMILES string = C[C@H](CO)[C@@]1(N)C[C@@H]1C
energy relative to the best compared isomer or geometry (same formula, charge and spin) = 38.37 kcal per mole

```
! RIJCOSX wB97M-V def2-TZVPD def2/J DEFGRID3
* xyz 0 1
C -1.40 1.55 -0.04
C -0.03 1.02 -0.44
C 0.17 1.06 -2.03
O 0.22 2.37 -2.54
C 0.18 -0.41 -0.03
N -0.76 -1.32 -0.60
C 1.59 -0.89 0.20
C 0.75 -0.63 1.43
C 0.28 -1.77 2.28
H -1.49 2.61 -0.29
H -2.19 1.01 -0.54
H -1.54 1.45 1.04
H 0.76 1.64 0.01
H 1.12 0.60 -2.32
H -0.65 0.49 -2.49
H -0.61 2.81 -2.33
H -0.42 -2.27 -0.61
H -1.67 -1.26 -0.16
H 1.81 -1.92 -0.04
H 2.40 -0.20 -0.02
H 1.01 0.26 2.00
H 1.06 -2.09 2.97
H 0.00 -2.63 1.68
H -0.59 -1.48 2.87
*
```


[7]
Here is C35H27I2N3O3ReTe as an isolated structure from the Open Molecules 2025 dataset. Energies are from ωB97M-V/def2-TZVPD.

max |F| = 0.4 eV Å⁻¹
E_HOMO (alpha / beta) = -13.473 / -13.482 eV
gap between HOMO and LUMO (alpha / beta) = 6.17 / 6.55 eV

```
! RIJCOSX wB97M-V def2-TZVPD def2/J DEFGRID3
* xyz 2 2
Re 0.70 0.00 0.63
I 3.36 6.79 1.95
C 2.31 5.11 1.32
C 0.93 5.05 1.49
C 0.24 3.92 1.07
I -1.81 3.76 1.35
C 0.93 2.87 0.50
O 0.25 1.74 0.12
C 2.31 2.91 0.34
C 3.03 1.75 -0.32
N 2.82 0.46 0.41
C 3.46 0.42 1.75
C 2.51 0.92 2.80
C 2.96 1.50 3.97
C 2.04 1.92 4.92
C 0.69 1.77 4.66
C 0.30 1.18 3.48
N 1.19 0.75 2.56
C 3.00 4.04 0.75
H 0.40 5.87 1.94
H 4.10 1.96 -0.37
H 2.66 1.60 -1.33
H 3.26 -0.27 -0.16
H 4.37 1.01 1.76
H 3.71 -0.62 1.97
H 4.02 1.62 4.14
H 2.38 2.38 5.84
H -0.06 2.10 5.36
H -0.74 1.05 3.24
H 4.07 4.10 0.62
O 1.35 -3.96 0.95
C 1.17 -2.86 0.54
O 1.29 -1.73 1.28
C 0.89 -2.53 -0.90
C 0.92 -3.54 -1.87
C 0.74 -3.18 -3.17
C 0.54 -1.82 -3.50
C 0.38 -1.40 -4.85
C 0.22 -0.08 -5.15
C 0.19 0.88 -4.11
C 0.33 0.51 -2.80
C 0.51 -0.85 -2.47
N 0.67 -1.25 -1.16
H 1.10 -4.55 -1.55
H 0.77 -3.92 -3.96
H 0.41 -2.15 -5.63
H 0.11 0.24 -6.18
H 0.04 1.92 -4.36
H 0.26 1.25 -2.03
Te -1.97 -0.54 1.22
C -3.24 0.17 -0.28
C -2.90 0.20 -1.62
C -3.82 0.69 -2.54
C -5.05 1.17 -2.12
C -5.38 1.14 -0.77
C -4.47 0.65 0.16
C -2.00 -2.62 0.88
C -1.66 -3.43 1.96
C -1.65 -4.81 1.80
C -2.00 -5.36 0.57
C -2.35 -4.55 -0.49
C -2.36 -3.17 -0.35
H -1.94 -0.16 -1.96
H -3.56 0.71 -3.60
H -5.76 1.55 -2.84
H -6.34 1.51 -0.44
H -4.74 0.63 1.21
H -1.40 -3.00 2.92
H -1.38 -5.44 2.63
H -2.00 -6.44 0.45
H -2.64 -4.98 -1.44
H -2.65 -2.54 -1.18
*
```


[8]
Here is a 13-piece molecular cluster, C31H59Cl24NO4S3 overall from the Open Molecules 2025 dataset. Energies are from ωB97M-V/def2-TZVPD.

max |F| = 2.5 eV Å⁻¹
E_HOMO = -9.320 eV
gap between HOMO and LUMO = 9.46 eV

```
! RIJCOSX wB97M-V def2-TZVPD def2/J DEFGRID3
* xyz 0 1
C -4.74 -1.99 -1.78
C -4.15 -0.91 -2.64
C -2.72 -0.52 -2.30
C -1.73 -1.56 -2.82
C -2.51 -0.17 -0.85
S -4.00 0.69 -0.17
O -1.46 0.82 -0.72
S -1.10 0.97 0.79
O -1.77 2.00 1.47
O 0.30 1.00 0.94
O -1.77 -0.39 1.28
C -2.03 -1.21 0.11
N -0.73 -1.80 -0.19
C -0.80 -2.98 -0.30
S -0.87 -4.50 -0.46
H -4.37 -1.95 -0.79
H -4.66 -2.95 -2.21
H -5.77 -1.80 -1.70
H -4.74 -0.05 -2.66
H -4.13 -1.26 -3.64
H -2.52 0.35 -2.87
H -1.82 -1.56 -3.88
H -1.95 -2.54 -2.51
H -0.76 -1.28 -2.55
H -3.95 1.71 -1.02
H -2.78 -1.87 0.45
Cl -8.56 -3.12 -1.82
C -9.48 -1.62 -1.51
C -9.30 -0.61 -2.61
Cl -7.64 0.06 -2.65
H -9.16 -1.22 -0.55
H -10.52 -1.90 -1.44
H -9.97 0.22 -2.45
H -9.52 -1.04 -3.58
Cl -3.26 -3.75 -4.48
C -3.19 -5.17 -5.54
C -1.83 -5.32 -6.18
Cl -1.50 -4.03 -7.36
H -3.97 -5.07 -6.29
H -3.41 -6.04 -4.93
H -1.79 -6.27 -6.72
H -1.04 -5.31 -5.44
Cl 4.10 0.93 5.24
C 3.92 1.21 3.49
C 3.46 -0.02 2.75
Cl 4.70 -1.30 2.69
H 4.87 1.57 3.11
H 3.18 1.99 3.37
H 3.24 0.24 1.73
H 2.57 -0.44 3.21
Cl -5.68 -2.51 -6.80
C -5.08 -1.45 -8.11
C -3.77 -0.81 -7.76
Cl -3.94 0.38 -6.44
H -5.85 -0.70 -8.30
H -4.96 -2.07 -8.99
H -3.38 -0.27 -8.62
H -3.04 -1.55 -7.45
Cl 7.29 4.33 5.64
C 7.50 2.57 5.87
C 8.62 2.25 6.83
Cl 10.22 2.64 6.15
H 7.67 2.13 4.90
H 6.56 2.19 6.26
H 8.62 1.18 7.03
H 8.50 2.78 7.76
Cl 3.71 -6.28 4.44
C 3.21 -4.64 3.95
C 1.84 -4.63 3.33
Cl 1.80 -5.40 1.72
H 3.96 -4.25 3.28
H 3.20 -4.04 4.85
H 1.51 -3.60 3.18
H 1.12 -5.13 3.97
Cl 2.94 6.08 7.31
C 3.73 6.90 5.94
C 5.15 7.28 6.24
Cl 5.28 8.57 7.46
H 3.13 7.78 5.69
H 3.71 6.22 5.10
H 5.62 7.65 5.34
H 5.72 6.42 6.60
Cl 9.09 0.02 4.34
C 8.91 0.33 2.60
C 8.44 -0.88 1.85
Cl 9.69 -2.16 1.78
H 9.85 0.70 2.22
H 8.16 1.12 2.49
H 8.21 -0.61 0.82
H 7.55 -1.30 2.30
Cl 0.81 1.38 -3.00
C 0.29 2.55 -4.24
C -0.84 3.42 -3.78
Cl -2.36 2.50 -3.58
H 0.02 1.99 -5.14
H 1.15 3.17 -4.47
H -1.04 4.19 -4.51
H -0.62 3.89 -2.83
Cl -12.39 -0.18 -3.13
C -13.31 1.32 -2.81
C -13.13 2.32 -3.91
Cl -11.47 2.97 -3.95
H -12.99 1.71 -1.85
H -14.36 1.04 -2.73
H -13.80 3.16 -3.75
H -13.35 1.89 -4.88
Cl 9.98 -7.10 5.26
C 9.66 -5.95 3.93
C 8.79 -4.81 4.36
Cl 7.12 -5.33 4.71
H 9.21 -6.51 3.11
H 10.62 -5.57 3.60
H 8.73 -4.08 3.56
H 9.18 -4.32 5.24
Cl 2.05 7.74 2.28
C 0.99 6.41 1.71
C 1.63 5.60 0.63
Cl 1.81 6.52 -0.89
H 0.06 6.86 1.38
H 0.78 5.78 2.57
H 1.01 4.73 0.41
H 2.62 5.25 0.93
*
```